Molecular formula: C38H68N2O17
Method: DFT, the ωB97M-V functional and the def2-TZVPD basis

Properties
Frontier orbital gap (alpha / beta): 8.0 / 3.5 eV
E_HOMO (alpha / beta): -10.7 / -10.7 eV
M: 824.959 g mol⁻¹
DFT total energy: -78283.759 eV

Structure (ORCA input):
```
! wB97M-V def2-TZVPD RIJCOSX def2/J DEFGRID3
* xyz 1 2
C 2.103 2.250 1.961
C 1.601 3.640 1.487
C 2.595 4.763 1.520
O 2.668 5.172 0.224
C 1.861 4.501 -0.583
O 1.733 4.664 -1.792
O 1.234 3.551 0.102
H 2.723 1.610 1.332
H 1.284 1.647 2.353
H 2.755 2.361 2.827
H 0.735 3.947 2.074
H 3.590 4.374 1.733
H 2.362 5.597 2.182
C 2.336 -5.571 -3.357
C 0.993 -5.053 -3.813
C -0.132 -6.043 -3.892
O -1.265 -5.252 -3.606
C -0.857 -4.112 -2.973
O -1.584 -3.288 -2.474
O 0.450 -4.038 -2.946
H 2.790 -6.238 -4.090
H 2.389 -6.019 -2.364
H 3.027 -4.733 -3.439
H 1.231 -4.680 -4.809
H -0.177 -6.895 -3.215
H -0.138 -6.578 -4.842
C -0.426 0.672 -0.950
C 0.897 0.736 -1.758
C 1.136 -0.534 -2.582
O 1.394 0.013 -3.905
C 1.433 1.356 -3.850
O 1.814 2.140 -4.719
O 0.980 1.835 -2.679
H -0.266 1.269 -0.053
H -0.672 -0.322 -0.575
H -1.166 0.892 -1.720
H 1.726 0.910 -1.073
H 0.344 -1.280 -2.515
H 2.047 -1.057 -2.293
C -2.428 4.319 1.046
C -1.628 5.536 0.533
C -2.422 6.845 0.345
O -1.695 7.747 1.195
C -0.547 7.258 1.598
O 0.399 7.861 2.008
O -0.638 5.913 1.505
H -3.305 4.191 0.411
H -2.803 4.622 2.023
H -1.894 3.370 1.090
H -1.129 5.311 -0.410
H -3.460 6.797 0.674
H -2.469 7.138 -0.704
C 6.685 2.589 0.463
C 6.484 1.718 -0.860
C 5.320 0.718 -0.786
O 4.318 1.474 -1.355
C 4.761 2.403 -2.150
O 4.079 3.099 -2.947
O 6.027 2.469 -1.979
H 7.390 3.397 0.264
H 7.041 1.917 1.243
H 5.779 3.170 0.635
H 7.414 1.187 -1.064
H 5.151 0.561 0.279
H 5.330 -0.186 -1.395
C -5.758 -1.486 -0.847
C -4.903 -0.261 -0.355
C -4.865 0.766 -1.417
C -4.439 2.199 -0.983
C -5.440 2.702 0.128
C -5.503 1.630 1.304
N -5.658 0.231 0.776
O -5.726 -0.728 1.844
C -4.329 1.866 2.281
C -6.812 1.973 2.075
C -3.495 -0.786 -0.041
H -6.830 -1.313 -0.941
H -5.636 -2.350 -0.193
H -5.528 -1.847 -1.849
H -4.053 0.534 -2.106
H -5.749 0.752 -2.055
H -4.577 2.775 -1.899
H -3.410 2.145 -0.631
H -6.387 2.780 -0.407
H -5.238 3.720 0.464
H -4.473 1.163 3.102
H -3.370 1.737 1.779
H -4.353 2.841 2.766
H -6.650 2.966 2.494
H -7.635 1.924 1.363
H -7.183 1.198 2.746
H -2.955 -0.951 -0.973
H -3.334 -1.776 0.386
H -2.953 -0.074 0.581
H -6.686 -0.723 1.846
C 3.933 -2.960 1.828
C 3.119 -4.206 1.327
C 2.773 -4.960 2.598
C 1.658 -4.303 3.365
C 0.431 -4.104 2.480
C 0.704 -3.217 1.275
N 1.835 -3.914 0.536
O 2.064 -3.252 -0.681
C -0.553 -3.189 0.430
C 0.952 -1.762 1.748
C 3.890 -5.265 0.571
H 3.404 -2.377 2.582
H 4.332 -2.455 0.948
H 4.775 -3.340 2.406
H 2.491 -5.991 2.382
H 3.493 -4.926 3.415
H 1.855 -3.377 3.905
H 1.359 -5.008 4.141
H -0.412 -3.702 3.042
H 0.076 -5.063 2.104
H -0.197 -2.653 -0.450
H -0.834 -4.132 -0.039
H -1.434 -2.665 0.799
H 0.127 -1.052 1.818
H 1.305 -1.607 2.768
H 1.715 -1.311 1.114
H 4.168 -4.772 -0.360
H 3.279 -6.139 0.345
H 4.709 -5.749 1.104
H 1.606 -3.790 -1.330
*
```